Entry 1:
10
Properties=species:S:1:pos:R:3 method="wB97M-V/def2-TZVPD" molar_mass_g_mol=88.07 orbital_gap_ha=0.394 total_energy_ha=-338.56294 de_lowest_kcal_mol=56.6 homo_ev=-10.0
N -0.48 0.90 -0.45
C 1.56 1.19 1.53
O 0.89 1.46 2.40
O 0.55 -1.27 1.09
C 0.07 -1.41 -0.01
N -0.57 -0.46 -0.76
H -1.39 1.33 -0.47
H 0.15 1.36 -1.10
H 0.10 -2.37 -0.56
H -0.88 -0.74 -1.68

***

Entry 2:
11
Properties=species:S:1:pos:R:3 method="wB97M-V/def2-TZVPD" s2=6.01 molar_mass_g_mol=241.87 charge=+2 multiplicity=5 orbital_gap_ha="0.344 / 0.243" total_energy_ha=-683.08360 homo_ev="-18.9 / -19.8"
C 1.20 -1.43 -0.07
O 1.56 -2.60 -0.02
C 2.16 -0.22 0.12
O 1.57 0.91 0.05
O 3.35 -0.42 0.30
Li -0.31 -3.12 -0.58
Rh -0.30 0.77 -0.32
O -0.03 -1.13 -0.34
O -4.38 1.41 0.47
O -2.11 1.45 0.05
C -3.26 1.51 0.24

***

Entry 3:
23
Properties=species:S:1:pos:R:3 method="wB97M-V/def2-TZVPD" molar_mass_g_mol=132.17 charge=+1 orbital_gap_ha=0.350 total_energy_ha=-633.35732 de_lowest_kcal_mol=49.6 homo_ev=-13.7
C -0.62 1.33 0.27
C -0.61 2.60 1.11
C -1.80 1.09 -0.57
C 0.73 -2.53 0.35
C 0.68 -1.24 -1.85
C 0.03 -1.55 -0.57
N 0.16 0.32 0.48
P 1.79 0.31 0.94
H -1.61 2.82 1.57
H -0.64 3.49 0.52
H 0.26 2.70 1.83
H -1.42 0.53 -1.58
H -2.11 2.12 -0.87
H -2.57 0.52 -0.05
H 1.40 -1.99 0.91
H -0.07 -2.86 1.11
H 1.09 -3.36 -0.25
H 0.51 -2.13 -2.55
H 1.83 -1.18 -1.74
H 0.55 -0.29 -2.45
H -1.02 -1.57 -0.56
H 1.83 1.35 1.89
H 1.61 -0.49 2.06

***

Entry 4:
37
Properties=species:S:1:pos:R:3 method="wB97M-V/def2-TZVPD" s2=6.02 molar_mass_g_mol=384.28 multiplicity=5 orbital_gap_ha="0.207 / 0.208" total_energy_ha=-1599.64409 de_lowest_kcal_mol=0.0 homo_ev="-5.9 / -5.9"
C -0.36 -1.54 -3.58
C -0.82 -0.59 -4.45
C -0.75 0.84 -4.40
C 0.09 1.68 -3.61
C 0.91 1.29 -2.57
Pm -0.77 -0.04 -1.83
P -0.16 -2.88 -1.22
H -0.28 -2.62 -3.82
H -1.40 -0.90 -5.35
H -1.29 1.35 -5.21
H 1.73 1.91 -2.19
H -0.05 2.74 -3.96
H 1.12 -3.16 -0.65
H -0.13 -4.01 -2.10
H -0.94 -3.57 -0.25
C 0.14 1.56 0.78
N -0.03 0.08 0.56
C -1.23 -0.38 1.37
N -1.09 -0.07 2.81
C -0.92 1.41 2.95
N 0.27 1.93 2.22
C 1.45 1.21 2.78
N 1.37 -0.26 2.57
C 1.23 -0.52 1.13
C 0.16 -0.72 3.31
H -0.74 2.06 0.34
H 1.05 1.85 0.26
H -1.32 -1.47 1.26
H -2.11 0.15 0.97
H -0.76 1.63 4.01
H -1.82 1.92 2.58
H 2.36 1.59 2.30
H 1.46 1.40 3.86
H 1.22 -1.60 0.94
H 2.06 -0.03 0.61
H 0.28 -0.43 4.36
H 0.05 -1.81 3.20

***

Entry 5:
103
Properties=species:S:1:pos:R:3 method="wB97M-V/def2-TZVPD" molar_mass_g_mol=957.60 charge=+1 orbital_gap_ha="0.196 / 0.196" total_energy_ha=-6464.35128 de_lowest_kcal_mol=0.0 homo_ev="-9.5 / -9.5"
Ti 0.21 1.24 -2.02
Cl 1.45 8.15 -2.59
C 1.58 6.49 -2.08
C 0.82 5.55 -2.78
C 0.81 4.21 -2.31
N -0.09 3.26 -2.68
C -1.29 3.63 -3.16
O -1.75 4.75 -3.19
C -2.04 2.48 -3.72
C -3.14 2.73 -4.54
C -3.87 1.67 -5.03
C -3.54 0.36 -4.65
C -2.39 0.19 -3.88
N -1.72 1.22 -3.34
C 1.80 3.78 -1.38
C 2.47 4.76 -0.61
C 2.32 6.11 -0.91
Cl 3.06 7.26 0.11
N 1.91 2.41 -1.16
C 3.21 1.94 -0.91
O 4.24 2.47 -1.35
C 3.46 0.80 0.08
C 4.83 0.41 0.28
C 5.10 -0.62 1.11
C 4.10 -1.16 1.89
C 2.80 -0.68 1.69
N 2.48 0.23 0.78
H 0.22 5.75 -3.67
H -3.43 3.77 -4.71
H -4.70 1.92 -5.67
H -4.10 -0.56 -4.92
H -1.95 -0.80 -3.70
H 3.10 4.40 0.17
H 5.54 1.05 -0.26
H 6.12 -1.03 1.12
H 4.33 -1.92 2.67
H 2.06 -1.11 2.38
C 1.43 -5.67 -1.95
C 1.42 -4.23 -1.56
C 1.06 -3.69 -0.29
C 0.61 -2.38 -0.20
C 0.57 -1.54 -1.39
N -0.39 -0.51 -1.43
C -1.68 -0.85 -1.03
C -2.22 -2.12 -1.35
C -3.43 -2.58 -0.96
C -4.31 -1.73 -0.31
C -5.71 -2.15 0.17
C -3.85 -0.41 0.02
C -2.54 0.06 -0.32
N -2.03 1.27 0.24
C -2.58 2.09 1.20
C -1.59 2.92 1.64
C -0.45 2.71 0.81
N -0.77 1.76 -0.09
C 1.35 -1.96 -2.52
C 1.67 -3.30 -2.63
N 1.74 -1.04 -3.54
C 2.75 -1.15 -4.45
C 2.86 0.08 -5.11
C 1.89 0.91 -4.55
N 1.21 0.27 -3.60
H 1.40 -6.29 -1.04
H 2.31 -5.89 -2.59
H 0.56 -5.97 -2.51
H 1.02 -4.35 0.56
H 0.19 -1.92 0.74
H -1.53 -2.80 -1.86
H -3.71 -3.64 -1.10
H -6.41 -2.27 -0.68
H -6.16 -1.48 0.89
H -5.61 -3.13 0.72
H -4.58 0.24 0.55
H -3.62 1.96 1.52
H -1.60 3.59 2.48
H 0.51 3.18 0.97
H 2.16 -3.71 -3.50
H 3.37 -2.05 -4.56
H 3.51 0.39 -5.96
H 1.79 1.99 -4.69
C 0.61 1.46 4.92
As -1.09 0.34 4.94
C -2.14 1.26 6.35
C -0.47 -1.22 6.14
C -0.03 -2.36 5.26
C -1.06 -3.05 4.58
C -0.75 -3.99 3.62
C 0.64 -4.35 3.36
C 1.65 -3.62 4.00
C 1.29 -2.67 4.96
H 0.41 2.37 4.30
H 1.41 0.86 4.54
H 0.80 1.83 5.95
H -3.11 0.71 6.39
H -1.61 1.17 7.31
H -2.34 2.31 6.14
H -1.23 -1.48 6.94
H 0.38 -0.81 6.66
H -2.07 -2.76 4.83
H -1.51 -4.50 3.05
H 0.87 -5.19 2.67
H 2.68 -3.86 3.82
H 2.05 -2.13 5.48

***

Entry 6:
12
Properties=species:S:1:pos:R:3 method="wB97M-V/def2-TZVPD" molar_mass_g_mol=60.10 smiles="C=NC.N" orbital_gap_ha=0.406 total_energy_ha=-190.46761 de_lowest_kcal_mol=19.6 homo_ev=-9.8
N 3.11 -5.07 1.91
H 2.47 -4.31 1.66
H 3.04 -5.31 2.88
H 2.96 -5.84 1.29
C -1.00 3.46 -0.98
C -2.07 1.41 -0.93
N -2.09 2.61 -0.55
H -1.46 4.44 -1.12
H -0.41 3.15 -1.85
H -0.32 3.61 -0.13
H -2.90 0.81 -0.56
H -1.31 1.05 -1.61